38
Properties=species:S:1:pos:R:3:lowdin_charge:R:1 method="wB97M-V/def2-TZVPD" e_homo_ev=-7.141 homo_lumo_gap_ha=0.2743 fmax_ev_per_a=2.14
Pt 0.1359 0.2188 -0.0925 1.106
C -2.8172 -3.6452 0.0844 -0.068
C -4.0526 -3.0152 0.0602 -0.066
C -4.1081 -1.6355 0.0546 -0.012
C -2.9260 -0.8890 0.0759 -0.243
N -1.7505 -1.5106 0.1374 0.023
C -1.6919 -2.8404 0.1257 -0.138
C -2.8669 0.5928 0.0073 -0.191
C -4.0289 1.3695 0.0087 -0.051
C -3.9666 2.7497 -0.0087 -0.101
C -2.7373 3.3904 -0.0314 -0.098
C -1.5704 2.6362 -0.0682 -0.128
C -1.6106 1.2399 -0.0580 -0.271
H -2.7316 -4.7231 0.0653 0.101
H -4.9609 -3.6037 0.0401 0.108
H -5.0633 -1.1302 0.0195 0.100
H -0.6926 -3.2655 0.1425 0.111
H -4.9999 0.8885 0.0269 0.095
H -4.8797 3.3317 -0.0025 0.099
H -2.6852 4.4724 -0.0246 0.099
H -0.6142 3.1424 -0.1091 0.083
N 0.2944 0.1729 1.9697 -0.102
C 1.6644 0.5537 2.3738 -0.143
C 2.6872 -0.0099 1.3598 -0.686
O 3.8173 -0.2302 1.7578 0.029
O 2.2429 -0.1570 0.1628 -0.197
H -0.4241 0.6859 2.4696 0.106
H 0.1661 -0.8143 2.1779 0.102
H 1.9069 0.1957 3.3728 0.117
H 1.7543 1.6391 2.3602 0.122
S 0.7754 0.6780 -4.5108 1.052
C -0.4927 -0.4389 -4.2255 -0.372
C -0.6955 -0.5774 -2.8979 -0.205
N 0.1377 0.1865 -2.1148 -0.210
C 0.9621 0.8942 -2.8350 -0.440
H -0.9992 -0.9255 -5.0409 0.072
H -1.4410 -1.2087 -2.4418 0.107
H 1.7199 1.5349 -2.4129 0.091


9
Properties=species:S:1:pos:R:3:lowdin_charge:R:1 method="wB97M-V/def2-TZVPD" e_homo_ev=-2.652 total_charge=-1 homo_lumo_gap_ha=0.2197 fmax_ev_per_a=2.27
S 0.2305 -2.9466 2.6744 0.247
H 1.3076 -3.1987 1.7989 -0.202
C -0.2487 1.8773 -1.2614 -0.595
S 0.1234 0.1544 -1.8641 0.087
S -0.1589 -0.9890 -0.0689 -0.256
H 0.0580 2.7566 -1.9327 0.023
H 0.2354 2.0432 -0.2324 0.017
H -1.2990 2.0865 -1.0063 -0.004
H -0.2484 -1.7836 1.8924 -0.318


24
Properties=species:S:1:pos:R:3:lowdin_charge:R:1 method="wB97M-V/def2-TZVPD" e_homo_ev=-8.900 homo_lumo_gap_ha=0.3631 fmax_ev_per_a=2.23
C 0.5498 -0.3460 0.9069 -0.459
C -0.9530 1.5722 -1.0316 -0.200
C -1.0184 2.8479 -0.2570 -0.070
C -0.2037 1.4962 -2.2544 -0.098
C 0.1207 -2.7126 1.7857 -0.070
C 0.0873 -1.7708 0.6155 -0.314
N 1.9328 -0.4034 1.3724 0.068
C -0.3146 -2.1402 -0.5953 0.061
O 0.3989 0.5253 -0.1836 -0.234
H -0.0522 0.0386 1.7454 0.147
H -1.7925 0.8929 -0.9096 0.128
H 2.2481 0.5343 1.5980 0.073
H 2.5150 -0.7413 0.6117 0.083
H 0.2983 2.4068 -2.5674 0.078
H -1.3047 2.6746 0.7791 0.079
H -1.7715 3.4969 -0.7176 0.092
H -0.0624 3.3696 -0.2852 0.088
H -0.6494 0.9169 -3.0576 0.075
H 0.5952 0.7565 -1.6370 0.140
H -0.2029 -3.7136 1.5009 0.072
H -0.5304 -2.3531 2.5880 0.080
H 1.1289 -2.7665 2.1984 0.072
H -0.3668 -1.4326 -1.4098 0.048
H -0.6525 -3.1486 -0.7957 0.060